No. 1
87
Properties=species:S:1:pos:R:3:forces:R:3:mulliken_spin:R:1 method="wB97M-V/def2-TZVPD" gap_ev="5.75 / 4.08" total_charge=+1 total_energy_ha=-2510.877131 multiplicity=3 lumo_energy_ev="-5.35 / -7.02"
C -2.58239 -2.50913 3.63472 0.50 0.17 -0.91 0.00
H 4.30453 -2.34795 -3.63150 -0.16 -0.02 0.03 0.00
H -1.50708 -2.75599 -0.42270 0.10 0.24 -0.14 0.00
H 1.35134 2.94675 0.05705 0.38 0.05 -0.11 0.00
H -0.98666 -3.94796 3.67697 0.02 0.01 -0.15 0.00
O -3.79077 0.41009 0.13232 0.12 -0.32 0.08 0.00
H 4.26643 1.34523 -3.16654 0.07 -0.16 -0.06 0.00
H -3.21349 -3.47522 5.42759 -0.01 -0.02 0.06 0.00
H -1.64547 -5.12615 -3.21158 0.02 0.12 -0.25 0.00
F -0.50439 -0.09731 -1.96451 -0.19 -0.34 -0.04 0.00
H -1.70018 -3.72609 2.04712 0.06 0.12 0.00 0.00
O 0.25064 1.30157 0.83490 0.32 1.64 -0.16 -0.01
H -3.24633 3.32497 -4.46386 0.13 -0.18 -0.22 0.00
C -1.27859 2.69856 4.67177 0.51 0.07 -0.07 0.00
C -2.77962 -2.52890 5.11198 -0.14 0.30 0.44 0.00
C 6.64109 -0.78048 -3.26337 0.77 -0.26 -0.50 0.00
C -2.39970 3.82280 -3.99940 0.14 0.70 -0.01 0.00
H -2.42621 1.76222 -2.47821 -0.21 -0.11 0.45 0.00
C -1.48716 -3.55697 -1.15617 -0.35 -0.58 -0.31 0.00
O -1.77732 4.96272 -2.06127 -0.53 0.30 0.61 0.00
H -1.06333 2.47442 -1.66819 0.10 0.57 -0.11 0.00
C 0.15785 4.15925 3.24956 0.32 0.24 0.14 0.00
O 2.28759 3.08320 -0.17018 -0.16 -0.23 0.08 0.00
H 6.83177 -0.89692 -2.19422 -0.18 0.01 0.02 0.00
O 5.01401 0.84743 -2.81048 -0.02 -0.45 -0.17 0.00
H -3.54913 -2.39430 3.13223 0.09 0.14 0.02 0.00
H -3.66313 4.01439 -2.32695 0.08 0.34 0.38 0.00
H -1.85568 -1.14247 2.36085 0.05 0.05 0.23 0.00
H -2.25820 2.24338 4.77533 -0.03 -0.12 0.03 0.00
H -1.00552 3.21899 5.59242 -0.15 0.10 -0.03 0.00
C 5.22246 -0.38582 -3.55920 -0.20 1.03 0.46 0.00
C -2.13937 2.58355 -1.80785 -0.80 -0.26 -0.46 0.00
H 4.05948 -1.74241 -0.02064 -0.31 0.09 0.34 0.00
H -1.34091 -2.57778 -3.03096 -0.36 0.20 0.04 0.00
C -2.59082 3.87824 -2.50012 1.13 -0.73 -0.26 0.00
H 0.25827 4.87323 2.43200 -0.27 0.03 0.00 0.00
H 0.05572 -1.08974 3.71611 1.13 -0.01 0.21 0.00
H 3.88982 -3.11232 0.69466 -0.08 0.34 -0.03 0.00
H 4.59692 -1.61461 -2.04212 -0.57 -0.18 0.11 0.00
S 0.08494 -0.06396 0.52270 0.52 -0.68 0.67 0.02
H -0.91353 2.27010 2.06215 -0.37 0.21 -0.06 0.00
H -4.41818 -0.20600 0.52854 0.10 0.12 -0.08 0.00
C 0.58752 -0.35015 -1.23365 -2.28 0.30 -0.24 0.01
Pt 2.57091 -1.52495 2.58353 -0.71 1.03 -0.51 1.70
H 7.33843 -0.03249 -3.64097 -0.10 0.13 0.10 0.00
C -1.91094 -3.76888 3.11587 -0.03 -0.17 0.23 0.00
C 4.22536 -1.42311 -3.05978 0.84 0.21 -0.24 0.00
H -1.44018 3.38783 -4.27372 -0.05 -0.28 0.01 0.00
H 3.48067 1.28644 2.23260 -0.20 -0.41 0.12 0.00
H 0.48473 4.64208 4.17527 0.12 0.01 -0.14 0.00
O -3.24574 -2.30254 -2.34983 0.53 0.03 -0.33 0.00
H -1.92667 5.05669 -1.11102 0.15 0.09 -0.13 0.00
O 3.65190 -2.17102 0.75725 0.41 -0.85 0.12 0.04
F 0.95490 -1.59796 -1.45603 0.54 -0.10 0.13 0.00
O 0.80332 1.91789 -4.17150 0.11 -0.28 -0.13 0.00
H -3.33279 -4.82828 -2.92614 -0.11 0.00 -0.34 0.00
H 3.82208 0.42141 0.98800 -0.21 0.09 0.22 0.00
H -2.56090 -4.63199 3.28495 0.04 0.06 -0.01 0.00
O 1.05698 -0.98191 4.00998 -1.37 -0.35 -0.20 0.05
H 6.92300 -1.70940 -3.77185 -0.21 -0.01 0.14 0.00
O 1.11860 -0.87085 1.22179 -0.18 -0.99 -0.41 0.11
O 3.58306 0.36841 1.92944 0.52 0.29 -0.06 0.08
F 1.47726 0.51799 -1.61830 1.52 0.22 0.13 0.00
H 3.22227 -1.01293 -3.09702 -0.17 -0.19 0.18 0.00
C -1.23744 3.60474 3.44396 -0.15 -0.52 -0.02 0.00
H 1.06244 -1.07461 4.97660 0.21 -0.02 -0.26 0.00
H -2.54115 -4.15651 -4.40174 -0.21 0.09 -0.13 0.00
C -2.43163 -4.37360 -3.34826 0.08 -0.67 0.81 0.00
H -2.35419 4.86362 -4.33264 -0.25 -0.12 -0.22 0.00
H -1.82692 -2.38177 5.62688 0.01 -0.12 0.02 0.00
H -2.92491 -0.03463 0.15458 -0.60 0.29 -0.06 0.00
H -3.44648 -1.72041 5.40428 0.01 0.01 0.14 0.00
H -0.50780 1.92795 4.51835 -0.26 -0.13 0.08 0.00
H -1.98272 4.39277 3.55823 0.12 0.14 -0.07 0.00
O -1.64915 2.85390 2.30602 0.18 0.08 -0.02 0.00
H 0.63912 1.40636 -3.37229 -0.12 0.19 -0.18 0.00
H -2.64736 2.48587 -0.84767 0.12 -0.27 0.02 0.00
H 5.11657 -0.16898 -4.62778 -0.14 -0.16 0.08 0.00
H 0.85791 3.34005 3.02371 -0.12 -0.01 0.17 0.00
H 2.74985 3.02725 0.67037 -0.09 0.31 0.01 0.00
H -3.76446 -2.54444 -1.57853 0.06 -0.22 0.03 0.00
O -1.76445 -1.33462 3.31030 0.23 -0.38 0.20 0.00
H 0.44904 1.37622 -4.88937 0.02 0.17 0.13 0.00
H -0.45843 -3.87038 -1.35360 -0.04 -0.04 0.27 0.00
O -1.23668 -0.57907 0.68424 -0.07 -0.75 -0.26 0.00
C -2.10752 -3.16416 -2.50496 0.20 0.65 0.41 0.00
H -2.02716 -4.41045 -0.72051 0.09 0.08 -0.08 0.00

No. 2
88
Properties=species:S:1:pos:R:3:forces:R:3:lowdin_charge:R:1 method="wB97M-V/def2-TZVPD" gap_ev=4.88 total_charge=+2 total_energy_ha=-2032.633160 lumo_energy_ev=-8.15
C 3.82759 0.15051 -5.30043 0.06 0.28 1.04 -0.16
H -4.33828 -0.95014 4.68473 -0.11 0.40 -0.12 0.08
H -2.49501 2.07348 5.02724 -0.23 -0.29 -0.09 0.11
C -0.64435 -0.06017 0.21634 0.28 -1.68 -0.41 -0.39
H 4.22113 -0.73330 -4.77792 0.20 0.01 -0.25 0.06
H 2.67016 4.33576 -2.77875 -0.21 -0.35 -0.13 0.09
H 1.36114 -0.33960 2.61350 0.26 -0.50 0.18 0.06
H 3.27061 4.56838 -1.20615 -0.02 -0.31 0.32 0.08
O -4.64707 2.27245 -1.06709 0.00 -0.31 0.25 -0.12
O 0.63287 -0.45453 -0.18350 0.39 0.62 -0.18 -0.10
H -3.23026 -2.33962 -3.47895 -0.14 -0.01 -0.02 0.08
C -5.43776 -0.66006 -0.27078 -0.58 0.14 -0.07 -0.10
F -1.80680 1.74556 1.17299 0.18 0.01 -0.04 0.12
H 3.97540 -2.45042 2.35215 0.24 -0.20 -0.12 0.08
H 4.47443 2.74374 -1.40742 0.40 -0.26 -0.28 0.08
H 2.17231 0.69425 4.53979 0.10 -0.08 -0.21 0.11
H -0.49043 6.34864 -1.18265 -0.51 -0.21 0.21 0.09
H -3.08202 -2.38570 -1.19676 0.21 -0.30 0.20 0.06
O -0.15572 6.35997 0.82835 -0.06 -0.23 -0.04 -0.10
C -1.83735 1.63130 4.27964 -0.06 0.13 0.49 -0.02
H -2.78076 2.94386 -0.64077 -0.02 -0.23 0.27 0.05
H 4.84854 -2.17610 -1.82544 -0.07 -0.08 0.29 0.04
H 2.10024 3.22041 -1.50060 0.05 -0.05 0.07 0.06
O -4.26408 -0.33996 0.48537 0.36 -0.16 0.22 -0.15
Y -1.15028 -1.78698 3.23841 -0.09 4.22 -3.73 1.96
H -4.03180 0.57274 0.25572 -0.12 0.05 -0.11 0.07
C 0.87806 -0.60094 -1.59168 0.26 -0.44 -0.36 -0.20
H -3.70535 -0.89600 1.90549 0.18 -0.13 0.17 0.07
O -3.20236 -3.22597 -3.10759 -0.06 0.16 0.16 -0.09
H -4.03686 3.41866 0.56461 0.15 0.09 0.03 0.09
H -5.43578 -0.75684 3.24819 0.13 0.32 0.02 0.10
H 3.26148 -2.85682 0.75977 0.17 -0.13 0.02 0.08
H 2.56939 -0.88726 -2.84691 0.05 -0.46 -0.16 0.07
H -2.28551 1.64622 3.29728 0.03 0.08 0.01 0.07
O -3.41482 -1.20944 2.83307 0.12 -0.41 0.07 -0.29
H 3.08508 -0.43967 -1.25970 -0.36 0.29 0.12 0.09
O 2.73756 -1.04606 1.62385 -0.28 0.36 0.05 -0.16
O 0.86451 -0.48287 3.45057 -0.91 -0.92 0.02 -0.27
H 0.60475 0.29045 -2.16126 0.07 0.14 0.28 0.13
H 5.41712 -3.84594 -1.45567 -0.15 0.04 0.07 0.08
C 3.71551 -2.07468 1.36662 -0.64 0.49 0.14 -0.08
H -3.84088 4.21128 -1.03972 -0.42 0.03 0.18 0.09
C 1.76833 -0.31916 4.55289 0.09 0.82 0.33 -0.06
H 6.69712 -2.22828 -3.34167 0.03 -0.11 -0.25 0.08
H -6.25752 -0.01945 0.05613 -0.05 -0.03 -0.13 0.09
C 2.95804 3.77253 -1.88970 0.23 0.87 -0.70 -0.15
H 4.06241 0.10236 -6.35588 -0.23 -0.17 -0.13 0.08
H -5.73501 -1.69431 -0.12097 0.28 -0.05 0.30 0.08
H 2.58753 -1.03048 4.52469 -0.09 -0.17 0.02 0.10
C -4.60395 -1.29519 3.68725 0.48 -0.80 0.07 -0.05
C 2.32666 -1.01775 -1.79659 -0.19 0.23 0.35 -0.05
O -1.03633 -0.91669 1.20970 -0.59 -1.32 3.61 -0.25
H -1.09182 -3.90546 0.64326 -0.18 -0.26 0.12 0.05
H 1.19304 -0.36304 5.47903 0.03 -0.40 -0.03 0.08
H -1.02065 -5.15477 -0.63408 0.10 -0.07 -0.05 0.10
H 2.75116 0.15117 -5.08918 -0.08 0.02 -0.55 0.07
H -1.34406 -0.16620 -0.62533 -0.02 0.40 0.00 0.17
H 1.03274 5.72884 -0.81896 0.08 -0.01 0.54 0.07
C -0.59817 1.37647 0.69113 -0.13 0.16 -0.09 -0.55
F 0.29757 1.56449 1.67170 -0.05 0.03 -0.03 0.17
H 2.25620 -0.78300 0.82334 0.26 -0.31 -0.15 0.04
H -5.26842 -0.52479 -1.33660 0.10 0.13 0.01 0.09
C -3.57017 -3.20235 -1.74020 -0.48 -0.31 -0.22 -0.18
H 1.15221 -4.53976 -0.89754 0.20 0.03 0.11 0.09
H 6.47992 -2.46349 -1.14515 -0.04 0.00 0.06 0.08
H -3.34133 -4.20823 -1.38662 0.41 0.25 0.38 0.08
O 0.75490 -4.07376 -0.15295 -0.17 -0.51 -0.14 -0.12
F -0.28610 2.17636 -0.32482 -0.02 0.12 0.08 0.17
O -1.61398 0.21396 4.59621 0.14 -1.03 0.06 -0.23
H -4.64708 -3.11132 -1.53917 0.01 0.19 -0.53 0.07
O 4.05909 2.93897 -2.25356 -0.49 -0.01 0.69 -0.12
H 0.59803 6.17267 1.39251 0.06 -0.02 -0.08 0.07
C -0.65713 -4.17856 -0.32612 0.40 1.17 0.33 -0.14
H -1.41274 0.09640 5.53284 -0.05 0.49 0.07 0.11
H 4.58605 -1.64386 0.87674 0.08 -0.12 -0.02 0.08
C 5.70466 -2.85747 -1.80691 0.25 -0.03 -0.71 -0.16
H 2.40277 -2.04865 -1.45026 0.28 -0.08 -0.36 0.07
H -0.33812 4.69442 -0.46706 -0.29 0.12 0.14 0.05
H -0.97539 -3.37826 -0.99504 -0.26 -0.32 -0.28 0.06
H -5.55667 2.58711 -1.04167 0.02 0.02 -0.10 0.10
O 4.41765 1.34947 -4.80772 -0.08 -0.16 0.00 -0.12
O 6.19061 -3.02221 -3.14263 -0.01 0.20 0.54 -0.11
C -3.80679 3.26572 -0.49043 0.28 0.44 -0.59 -0.14
H -4.90330 -2.34104 3.79213 0.02 0.04 -0.19 0.09
C 0.00295 5.73263 -0.42972 0.71 0.36 -0.78 -0.16
H 4.03821 1.57729 -3.94954 0.18 0.08 -0.06 0.03
H 0.28553 -1.44641 -1.96674 -0.26 0.26 0.08 0.12
H -0.91299 2.20444 4.32932 0.19 -0.34 -0.31 0.10